Arrangement w

Computed, not measured: a 2-piece molecular cluster, C2H2FNO overall, with ωB97M-V/def2-TZVPD.

Last columns: bonded neighbours and bond lengths (Å).
Atoms and positions in Å:
1 C 1.0131 0.1039 0.5002  C2 1.302, H6 1.054, H7 1.112
2 C -0.0894 0.7816 0.3599  C1 1.302, F5 1.275
3 N -1.7348 -1.1816 -0.5605  O4 1.161
4 O -1.4730 -1.2162 -1.6912  N3 1.161
5 F -0.5069 1.9789 0.2252  C2 1.275
6 H 1.9816 0.5162 0.5502  C1 1.054
7 H 0.8094 -0.9828 0.6163  C1 1.112

## Properties
Multiplicity: 1
M in g mol⁻¹: 75.04

The molecule's Löwdin atomic charges, reported in e, are given here: C -0.028; C -0.223; N 0.076; O -0.021; F 0.099; H 0.038; H 0.057

Arrangement x

Computed, not measured: a 2-piece molecular cluster, C2H2FNO overall, with ωB97M-V/def2-TZVPD.

Last columns: bonded neighbours and bond lengths (Å).
Atoms and positions in Å:
1 C 1.2909 -0.3843 -0.1248  C2 1.461, N3 1.157
2 C -0.0609 0.1527 0.0144  C1 1.461, O4 1.346, F5 1.330
3 N 2.2796 -0.9650 -0.2782  C1 1.157
4 O -0.7556 -0.1348 1.1309  C2 1.346, H7 1.016
5 F -0.2694 1.4349 -0.2721  C2 1.330
6 H -0.8860 -0.5306 -1.5251  no bonds
7 H -1.5987 0.4272 1.0550  O4 1.016

## Properties
Multiplicity: 1
M in g mol⁻¹: 75.04

The molecule's Löwdin atomic charges, reported in e, are given here: C -0.148; C -0.499; N 0.183; O 0.049; F 0.048; H 0.198; H 0.169

arrangement x is the most stable structure; the next one sits 1.840 eV above it.

Arrangement w

Computed, not measured: a 3-piece molecular cluster, C3H8O2 overall, with ωB97M-V/def2-TZVPD.

Last columns: bonded neighbours and bond lengths (Å).
Atoms and positions in Å:
1 C 0.4724 1.7179 0.1372  H6 1.138, H7 1.077, H8 1.078
2 C -0.4993 -0.0530 0.7155  O3 1.374, C4 1.531, H9 1.130
3 O -1.6870 0.2058 0.0746  C2 1.374, H10 1.142
4 C 0.4185 -1.0880 0.0596  C2 1.531, O5 1.442, H11 1.102, H12 1.101
5 O -0.4811 -1.9346 -0.6834  C4 1.442
6 H 0.7616 2.1698 -0.8659  C1 1.138
7 H 1.3317 1.6684 0.7838  C1 1.077
8 H -0.3047 2.3399 0.5513  C1 1.078
9 H -0.6194 -0.3806 1.7905  C2 1.130
10 H -1.7075 -0.5956 -0.7389  O3 1.142
11 H 1.1949 -0.5996 -0.5510  C4 1.102
12 H 1.0491 -1.7619 0.6602  C4 1.101
13 H 0.0317 -1.6427 -1.9314  no bonds

## Properties
Multiplicity: 1
M in g mol⁻¹: 76.09

Results of the Löwdin charge analysis, in e, for atoms 1 through 8: C -0.003; C -0.259; O -0.136; C -0.310; O -0.196; H 0.052; H -0.001; H 0.002

Arrangement x

Computed, not measured: an isolated molecule of C3H8O2, with ωB97M-V/def2-TZVPD.

Last columns: bonded neighbours and bond lengths (Å).
Atoms and positions in Å:
1 C -0.7011 1.2516 0.5309  C3 1.562, H6 1.099, H7 1.085, H8 1.088
2 C -0.3804 -1.1518 -0.4889  C3 1.542, H9 1.053, H10 1.202, H11 1.043
3 C 0.2550 0.2060 -0.1277  C1 1.562, C2 1.542, O4 1.549, O5 1.389
4 O 1.4454 -0.2061 0.7743  C3 1.549, H12 0.972
5 O 0.8447 0.7993 -1.2364  C3 1.389, H13 1.062
6 H -1.5934 1.2238 -0.1102  C1 1.099
7 H -0.9531 0.8759 1.5173  C1 1.085
8 H -0.0932 2.1369 0.7045  C1 1.088
9 H -0.9559 -1.1447 -1.3706  C2 1.053
10 H -1.1670 -1.4732 0.3615  C2 1.202
11 H 0.3995 -1.8430 -0.4408  C2 1.043
12 H 1.2020 -0.9065 1.4029  O4 0.972
13 H 1.6975 0.2319 -1.5167  O5 1.062

## Properties
Multiplicity: 1
M in g mol⁻¹: 76.09
SMILES string: CC(C)(O)O

Results of the Löwdin charge analysis, in e, for atoms 1 through 8: C -0.002; C -0.027; C -0.621; O -0.076; O -0.035; H 0.093; H 0.074; H 0.087

Arrangement y

Computed, not measured: a 2-piece molecular cluster, C3H8O2 overall, with ωB97M-V/def2-TZVPD.

Last columns: bonded neighbours and bond lengths (Å).
Atoms and positions in Å:
1 C 0.4792 0.3401 0.2368  C3 1.521, O4 1.405, H7 1.314, H8 1.090
2 C 0.1217 -1.0629 -1.5223  O5 1.307, H9 1.101, H10 1.099
3 C -0.4454 0.1488 1.4298  C1 1.521, H11 1.095, H12 1.092, H13 1.093
4 O 0.7628 1.6863 -0.0471  C1 1.405, H6 0.968
5 O -1.1329 -0.8190 -1.7951  C2 1.307
6 H -0.0680 2.1734 -0.1452  O4 0.968
7 H -0.4280 -0.0353 -0.6365  C1 1.314
8 H 1.4347 -0.1541 0.4094  C1 1.090
9 H 0.3935 -1.9996 -1.0109  C2 1.101
10 H 0.9210 -0.5875 -2.1088  C2 1.099
11 H -1.4354 0.5746 1.2372  C3 1.095
12 H -0.5732 -0.9143 1.6450  C3 1.092
13 H -0.0298 0.6496 2.3078  C3 1.093

## Properties
Multiplicity: 1
M in g mol⁻¹: 76.09
SMILES string: C=O.CCO

Results of the Löwdin charge analysis, in e, for atoms 1 through 8: C -0.366; C -0.153; C -0.079; O -0.053; O -0.165; H 0.099; H 0.125; H 0.129

arrangement x is the most stable structure; the next one sits 3.099 eV above it.

Arrangement w

Computed, not measured: a 2-piece molecular cluster, C3H8O2 overall, with ωB97M-V/def2-TZVPD.

Last columns: bonded neighbours and bond lengths (Å).
Atoms and positions in Å:
1 C 2.0217 -0.0954 -0.2606  C2 1.562, H5 1.141, H6 1.097, H7 1.100
2 C 0.4999 -0.4016 -0.0867  C1 1.562, C3 1.325, H8 1.141
3 C -0.2880 -0.4603 -1.1502  C2 1.325, O4 1.342, H9 1.117
4 O -1.5574 -0.0367 -1.2464  C3 1.342, H10 1.044
5 H 2.1423 0.9385 -0.7279  C1 1.141
6 H 2.5576 -0.8911 -0.7934  C1 1.097
7 H 2.4039 -0.0623 0.7707  C1 1.100
8 H 0.0314 -0.4383 0.9526  C2 1.141
9 H -0.0462 -0.9440 -2.1273  C3 1.117
10 H -1.6307 -0.2580 -0.2289  O4 1.044
11 H -1.8438 1.4237 2.2258  O13 1.028
12 H -2.1761 0.6954 0.8762  O13 0.937
13 O -2.1147 0.5301 1.7961  H11 1.028, H12 0.937

## Properties
Multiplicity: 1
M in g mol⁻¹: 76.09
SMILES string: C/C=C/O.O

Results of the Löwdin charge analysis, in e, for atoms 1 through 8: C -0.105; C -0.163; C -0.299; O -0.011; H 0.089; H 0.065; H 0.057; H 0.111

Arrangement x

Computed, not measured: an isolated molecule of C3H8O2, with ωB97M-V/def2-TZVPD.

Last columns: bonded neighbours and bond lengths (Å).
Atoms and positions in Å:
1 C -1.1121 1.1587 -1.0820  H4 1.255, H5 1.132, H6 1.180, O12 1.519
2 C 0.7294 0.3017 -0.3405  H7 1.059, H8 1.146, O12 1.369, O13 1.439
3 C 0.4857 -1.4234 1.3911  H9 1.168, H10 1.100, H11 1.151, O13 1.417
4 H -1.9573 0.3938 -0.5571  C1 1.255
5 H -0.8548 2.0492 -0.4324  C1 1.132
6 H -1.7904 1.2065 -2.0466  C1 1.180
7 H 0.5738 1.0516 0.3902  C2 1.059
8 H 1.8515 0.2133 -0.5582  C2 1.146
9 H -0.3089 -2.2320 1.6721  C3 1.168
10 H 0.2847 -0.4486 1.8595  C3 1.100
11 H 1.5574 -1.8144 1.2399  C3 1.151
12 O 0.2011 0.5751 -1.5734  C1 1.519, C2 1.369
13 O 0.3400 -1.0316 0.0373  C2 1.439, C3 1.417

## Properties
Multiplicity: 1
M in g mol⁻¹: 76.09
SMILES string: COCOC

Results of the Löwdin charge analysis, in e, for atoms 1 through 8: C -0.083; C -0.369; C -0.095; H 0.141; H 0.092; H 0.105; H 0.094; H 0.154

arrangement w is the most stable structure; the next one sits 0.825 eV above it.

Arrangement w

Computed, not measured: a 2-piece molecular cluster, C3H8O2 overall, with ωB97M-V/def2-TZVPD.

Last columns: bonded neighbours and bond lengths (Å).
Atoms and positions in Å:
1 C -1.1846 -0.7208 0.6228  O2 1.443, C3 1.493, H5 1.088, H6 1.096
2 O -2.4768 -1.0356 0.0620  C1 1.443, H7 0.962
3 C -0.3145 0.0028 -0.3512  C1 1.493, C4 1.329, H8 1.087
4 C -0.7513 0.6978 -1.3966  C3 1.329, H9 1.076, H10 1.089
5 H -1.4615 -0.1817 1.5270  C1 1.088
6 H -0.7326 -1.6657 0.9468  C1 1.096
7 H -2.3205 -1.5156 -0.7572  O2 0.962
8 H 0.7371 -0.2694 -0.3897  C3 1.087
9 H -0.0625 1.1673 -2.0764  C4 1.076
10 H -1.8145 0.6708 -1.6300  C4 1.089
11 H 3.6364 1.0651 1.7310  O13 0.960
12 H 3.3127 0.4640 0.3675  O13 0.961
13 O 3.9762 0.9767 0.8377  H11 0.960, H12 0.961

## Properties
Multiplicity: 1
M in g mol⁻¹: 76.09
SMILES string: C=CCO.O

Results of the Löwdin charge analysis, in e, for atoms 1 through 8: C -0.258; O -0.095; C -0.169; C 0.015; H 0.118; H 0.111; H 0.080; H 0.085

Arrangement x

Computed, not measured: an isolated molecule of C3H8O2, with ωB97M-V/def2-TZVPD.

Last columns: bonded neighbours and bond lengths (Å).
Atoms and positions in Å:
1 C -0.1879 1.5545 0.8910  H4 1.115, H5 1.113, H6 1.223, O12 1.465
2 C 0.8092 -0.3941 0.0124  C3 1.543, H7 1.105, H8 1.139, O12 1.477
3 C -0.3047 -1.2933 -0.5626  C2 1.543, H9 1.096, H10 1.100, O13 1.414
4 H -0.1630 2.6687 0.9321  C1 1.115
5 H -1.2550 1.2387 0.8582  C1 1.113
6 H 0.4198 1.1257 1.8624  C1 1.223
7 H 1.8034 -0.5371 -0.4480  C2 1.105
8 H 0.8996 -0.5590 1.1359  C2 1.139
9 H -1.2621 -1.1211 -0.0586  C3 1.096
10 H -0.0983 -2.3239 -0.2384  C3 1.100
11 H -0.6771 -0.1751 -2.0878  O13 1.042
12 O 0.3870 0.9796 -0.3271  C1 1.465, C2 1.477
13 O -0.3709 -1.1636 -1.9695  C3 1.414, H11 1.042

## Properties
Multiplicity: 1
M in g mol⁻¹: 76.09
SMILES string: COCCO

Results of the Löwdin charge analysis, in e, for atoms 1 through 8: C -0.107; C -0.190; C -0.279; H 0.080; H 0.081; H 0.125; H 0.125; H 0.116

Arrangement y

Computed, not measured: an isolated molecule of C3H8O2, with ωB97M-V/def2-TZVPD.

Last columns: bonded neighbours and bond lengths (Å).
Atoms and positions in Å:
1 C 0.9589 1.1772 -0.8526  H4 1.195, H5 1.192, H6 1.186, O12 1.399
2 C 0.1623 -0.9340 -0.1126  C3 1.583, H7 1.096, H8 1.065, O12 1.367
3 C -0.7381 -0.5298 1.1249  C2 1.583, H9 1.162, H10 1.185, O13 1.381
4 H 1.0357 1.4252 -2.0195  C1 1.195
5 H 0.4153 2.0032 -0.1869  C1 1.192
6 H 2.0316 0.9165 -0.4183  C1 1.186
7 H -0.3267 -1.8031 -0.5682  C2 1.096
8 H 1.1326 -1.2619 0.1808  C2 1.065
9 H -0.1024 0.1806 1.7885  C3 1.162
10 H -0.9639 -1.5562 1.6731  C3 1.185
11 H -1.8190 0.2885 -0.2773  O13 1.037
12 O 0.1454 0.0575 -1.0534  C1 1.399, C2 1.367
13 O -1.9317 0.0363 0.7217  C3 1.381, H11 1.037

## Properties
Multiplicity: 1
M in g mol⁻¹: 76.09
SMILES string: COCCO

Results of the Löwdin charge analysis, in e, for atoms 1 through 8: C -0.127; C -0.253; C -0.284; H 0.129; H 0.120; H 0.117; H 0.126; H 0.107

arrangement w is the most stable structure; the next one sits 0.360 eV above it.